1.
# C14H44O15

A 8-piece molecular cluster, C14H44O15 overall in a non-equilibrium geometry (ωB97M-V/def2-TZVPD, the Open Molecules 2025 dataset).

Calculated values
SMILES   OCCO.OCCO.OCCO.OCCO.OCCO.OCCO.OCCO.O
HOMO   -9.3632 eV
Energy relative to the best compared isomer or geometry (same formula, charge and spin)   2.272 eV
Energy   -1688.2127 Ha
HOMO-LUMO gap   9.63 eV

Bonds (Å) are listed after each position.
Geometry (Å):
1 O 0.47 -0.01 -0.31  H2 0.957, H3 0.957
2 H 0.57 0.81 0.17  O1 0.957
3 H 0.29 0.26 -1.21  O1 0.957
4 C -1.17 2.71 -2.10  C5 1.541, O7 1.351, H8 1.090, H9 1.090
5 C -0.31 2.95 -3.36  C4 1.541, O6 1.460, H10 1.090, H11 1.090
6 O 0.63 1.84 -3.57  C5 1.460, H12 0.960
7 O -2.23 1.89 -2.26  C4 1.351, H13 0.960
8 H -1.59 3.67 -1.79  C4 1.090
9 H -0.54 2.39 -1.28  C4 1.090
10 H 0.23 3.82 -2.98  C5 1.090
11 H -0.99 3.10 -4.20  C5 1.090
12 H 0.24 1.04 -3.93  O6 0.960
13 H -3.05 2.39 -2.28  O7 0.960
14 C -1.71 -3.24 0.30  C15 1.543, O17 1.438, H18 1.090, H19 1.090
15 C -2.44 -3.48 1.64  C14 1.543, O16 1.420, H20 1.090, H21 1.090
16 O -1.79 -4.61 2.19  C15 1.420, H22 0.960
17 O -0.63 -2.31 0.51  C14 1.438, H23 0.960
18 H -2.34 -2.76 -0.45  C14 1.090
19 H -1.40 -4.10 -0.30  C14 1.090
20 H -3.48 -3.77 1.46  C15 1.090
21 H -2.48 -2.68 2.38  C15 1.090
22 H -0.84 -4.47 2.18  O16 0.960
23 H -0.48 -1.68 -0.20  O17 0.960
24 C 1.20 -1.97 2.93  C25 1.593, O27 1.403, H28 1.090, H29 1.090
25 C 1.52 -3.52 3.10  C24 1.593, O26 1.410, H30 1.090, H31 1.090
26 O 0.95 -4.35 2.12  C25 1.410, H32 0.960
27 O 1.86 -1.61 1.74  C24 1.403, H33 0.960
28 H 1.45 -1.48 3.87  C24 1.090
29 H 0.13 -1.91 2.77  C24 1.090
30 H 1.13 -3.80 4.09  C25 1.090
31 H 2.59 -3.66 3.21  C25 1.090
32 H 1.18 -4.06 1.23  O26 0.960
33 H 1.17 -1.63 1.06  O27 0.960
34 C 0.86 2.50 2.69  C35 1.492, O37 1.490, H38 1.090, H39 1.090
35 C 1.86 3.51 3.13  C34 1.492, O36 1.403, H40 1.090, H41 1.090
36 O 1.49 3.96 4.41  C35 1.403, H42 0.960
37 O 0.99 2.25 1.22  C34 1.490, H43 0.960
38 H -0.13 2.90 2.88  C34 1.090
39 H 1.17 1.64 3.28  C34 1.090
40 H 2.12 4.37 2.51  C35 1.090
41 H 2.77 2.91 3.19  C35 1.090
42 H 0.70 3.47 4.64  O36 0.960
43 H 1.87 1.90 1.08  O37 0.960
44 C 3.60 0.88 -0.70  C45 1.538, O47 1.459, H48 1.090, H49 1.090
45 C 3.91 2.36 -0.99  C44 1.538, O46 1.347, H50 1.090, H51 1.090
46 O 4.77 2.88 -0.10  C45 1.347, H52 0.960
47 O 3.25 0.73 0.71  C44 1.459, H53 0.960
48 H 4.41 0.22 -0.99  C44 1.090
49 H 2.86 0.67 -1.46  C44 1.090
50 H 3.01 2.91 -0.74  C45 1.090
51 H 4.31 2.57 -1.99  C45 1.090
52 H 4.82 2.24 0.62  O46 0.960
53 H 2.95 -0.16 0.94  O47 0.960
54 C -4.15 0.67 1.88  C55 1.597, O57 1.467, H58 1.090, H59 1.090
55 C -2.83 0.19 1.13  C54 1.597, O56 1.490, H60 1.090, H61 1.090
56 O -3.17 -0.01 -0.31  C55 1.490, H62 0.960
57 O -5.15 -0.35 2.21  C54 1.467, H63 0.960
58 H -4.63 1.38 1.20  C54 1.090
59 H -3.87 1.03 2.86  C54 1.090
60 H -2.55 -0.71 1.67  C55 1.090
61 H -2.05 0.96 1.19  C55 1.090
62 H -2.57 0.58 -0.77  O56 0.960
63 H -5.55 -0.10 3.05  O57 0.960
64 C -0.24 -1.53 -5.20  C65 1.569, O67 1.382, H68 1.090, H69 1.090
65 C -0.06 -1.82 -3.67  C64 1.569, O66 1.395, H70 1.090, H71 1.090
66 O -1.04 -1.26 -2.86  C65 1.395, H72 0.960
67 O -0.14 -0.21 -5.60  C64 1.382, H73 0.960
68 H -1.18 -1.90 -5.61  C64 1.090
69 H 0.60 -2.02 -5.68  C64 1.090
70 H 0.87 -1.43 -3.25  C65 1.090
71 H -0.22 -2.88 -3.46  C65 1.090
72 H -1.84 -0.99 -3.32  O66 0.960
73 H 0.04 -0.07 -6.53  O67 0.960

2.
# C14H44O18P4

A 6-piece molecular cluster, C14H44O18P4 overall in a non-equilibrium geometry (ωB97M-V/def2-TZVPD, the Open Molecules 2025 dataset).

Calculated values
SMILES   COP(=O)(OC)OC.COP(=O)(OC)OC.COP(=O)(OC)OC.COP(=O)(OC)OC.CO.CO
HOMO   -9.6157 eV
Energy relative to the best compared isomer or geometry (same formula, charge and spin)   0.403 eV
Energy   -3279.8500 Ha
HOMO-LUMO gap   10.22 eV

Bonds (Å) are listed after each position.
Geometry (Å):
1 C 5.43 -2.81 1.41  O2 1.430, H9 1.086, H10 1.087, H11 1.101
2 O 4.22 -2.05 1.48  C1 1.430, P3 1.621
3 P 4.30 -0.44 1.62  O2 1.621, O4 1.484, O5 1.596, O7 1.593
4 O 3.02 0.13 2.10  P3 1.484
5 O 4.81 0.09 0.20  P3 1.596, C6 1.453
6 C 4.09 -0.26 -1.01  O5 1.453, H12 1.088, H13 1.090, H14 1.084
7 O 5.61 -0.11 2.46  P3 1.593, C8 1.441
8 C 5.65 -0.50 3.84  O7 1.441, H15 1.095, H16 1.089, H17 1.088
9 H 5.36 -3.57 0.64  C1 1.086
10 H 5.82 -3.10 2.39  C1 1.087
11 H 6.20 -2.15 1.00  C1 1.101
12 H 3.52 0.59 -1.39  C6 1.088
13 H 3.36 -1.02 -0.73  C6 1.090
14 H 4.81 -0.62 -1.74  C6 1.084
15 H 5.77 0.46 4.35  C8 1.095
16 H 6.57 -1.06 4.01  C8 1.089
17 H 4.76 -0.99 4.24  C8 1.088
18 C -1.69 1.61 -2.97  O19 1.428, H26 1.096, H27 1.092, H28 1.084
19 O -2.32 0.58 -3.72  C18 1.428, P20 1.586
20 P -2.03 0.38 -5.27  O19 1.586, O21 1.464, O22 1.589, O24 1.629
21 O -0.79 0.99 -5.74  P20 1.464
22 O -3.33 0.93 -6.00  P20 1.589, C23 1.449
23 C -3.65 0.61 -7.38  O22 1.449, H29 1.088, H30 1.084, H31 1.087
24 O -2.20 -1.22 -5.51  P20 1.629, C25 1.442
25 C -3.34 -1.91 -4.96  O24 1.442, H32 1.089, H33 1.092, H34 1.087
26 H -1.03 1.19 -2.20  C18 1.096
27 H -2.44 2.02 -2.29  C18 1.092
28 H -1.12 2.33 -3.56  C18 1.084
29 H -2.71 0.61 -7.92  C23 1.088
30 H -4.30 1.43 -7.67  C23 1.084
31 H -4.13 -0.36 -7.45  C23 1.087
32 H -4.05 -2.21 -5.73  C25 1.089
33 H -3.85 -1.21 -4.30  C25 1.092
34 H -2.97 -2.76 -4.37  C25 1.087
35 C -0.60 -2.57 -2.83  O36 1.425, H43 1.090, H44 1.095, H45 1.087
36 O -1.59 -3.47 -2.32  C35 1.425, P37 1.605
37 P -1.52 -4.10 -0.84  O36 1.605, O38 1.458, O39 1.580, O41 1.611
38 O -0.31 -4.84 -0.50  P37 1.458
39 O -2.89 -4.88 -0.80  P37 1.580, C40 1.411
40 C -3.35 -5.54 0.36  O39 1.411, H46 1.090, H47 1.089, H48 1.096
41 O -1.78 -2.84 0.13  P37 1.611, C42 1.455
42 C -2.99 -2.04 -0.05  O41 1.455, H49 1.088, H50 1.087, H51 1.088
43 H -0.26 -3.01 -3.77  C35 1.090
44 H 0.30 -2.63 -2.21  C35 1.095
45 H -0.85 -1.53 -2.97  C35 1.087
46 H -3.39 -6.63 0.32  C40 1.090
47 H -4.32 -5.18 0.68  C40 1.089
48 H -2.65 -5.35 1.19  C40 1.096
49 H -3.67 -2.45 -0.80  C42 1.088
50 H -2.60 -1.06 -0.32  C42 1.087
51 H -3.45 -2.07 0.93  C42 1.088
52 C -1.46 3.84 7.01  O53 1.418, H60 1.091, H61 1.088, H62 1.091
53 O -1.18 4.05 5.63  C52 1.418, P54 1.566
54 P -1.23 2.87 4.61  O53 1.566, O55 1.477, O56 1.613, O58 1.613
55 O -2.08 1.74 5.04  P54 1.477
56 O -1.61 3.60 3.22  P54 1.613, C57 1.438
57 C -1.98 2.73 2.14  O56 1.438, H63 1.086, H64 1.089, H65 1.089
58 O 0.33 2.54 4.34  P54 1.613, C59 1.447
59 C 1.21 1.96 5.33  O58 1.447, H66 1.087, H67 1.086, H68 1.094
60 H -1.09 2.87 7.37  C52 1.091
61 H -2.51 3.94 7.27  C52 1.088
62 H -0.89 4.57 7.58  C52 1.091
63 H -1.95 1.68 2.38  C57 1.086
64 H -1.29 2.92 1.31  C57 1.089
65 H -2.95 3.06 1.77  C57 1.089
66 H 1.66 2.76 5.92  C59 1.087
67 H 1.92 1.36 4.77  C59 1.086
68 H 0.56 1.30 5.90  C59 1.094
69 C 0.54 0.18 0.07  O70 1.399, H71 1.099, H72 1.096, H73 1.098
70 O 0.72 1.10 1.10  C69 1.399, H74 0.981
71 H 0.99 0.44 -0.90  C69 1.099
72 H 0.86 -0.84 0.33  C69 1.096
73 H -0.55 0.19 -0.05  C69 1.098
74 H 1.56 0.89 1.57  O70 0.981
75 C 1.42 4.36 -1.54  O76 1.418, H77 1.093, H78 1.093, H79 1.095
76 O 1.86 3.12 -1.01  C75 1.418, H80 0.962
77 H 0.37 4.31 -1.84  C75 1.093
78 H 1.67 5.14 -0.82  C75 1.093
79 H 1.91 4.75 -2.44  C75 1.095
80 H 1.75 3.16 -0.06  O76 0.962

3.
# C14H44O8

A 8-piece molecular cluster, C14H44O8 overall in a non-equilibrium geometry (ωB97M-V/def2-TZVPD, the Open Molecules 2025 dataset).

Calculated values
SMILES   CC(C)O.CC(C)O.CC(C)O.CO.CO.CO.CO.CO
HOMO   -9.4671 eV
Energy relative to the best compared isomer or geometry (same formula, charge and spin)   9.365 eV
Energy   -1161.3378 Ha
HOMO-LUMO gap   9.85 eV

Bonds (Å) are listed after each position.
Geometry (Å):
1 C 1.41 -3.66 -2.08  O2 1.439, H3 0.986, H4 1.172, H5 1.034
2 O 0.58 -4.64 -2.73  C1 1.439, H6 0.876
3 H 1.00 -2.80 -2.34  C1 0.986
4 H 2.52 -3.59 -2.44  C1 1.172
5 H 1.27 -3.68 -1.06  C1 1.034
6 H -0.12 -4.37 -3.18  O2 0.876
7 C 5.57 -0.84 0.06  O8 1.415, H9 1.150, H10 1.085, H11 1.157
8 O 5.76 -1.67 1.19  C7 1.415, H12 0.962
9 H 6.19 -1.22 -0.83  C7 1.150
10 H 6.27 -0.05 0.28  C7 1.085
11 H 4.47 -0.53 -0.16  C7 1.157
12 H 5.72 -1.07 1.94  O8 0.962
13 C -1.35 -4.73 0.64  O14 1.452, H15 1.141, H16 1.035, H17 1.094
14 O -1.59 -3.31 0.80  C13 1.452, H18 0.954
15 H -1.25 -5.24 1.66  C13 1.141
16 H -0.35 -4.71 0.39  C13 1.035
17 H -2.02 -5.26 -0.03  C13 1.094
18 H -2.43 -3.25 1.24  O14 0.954
19 C -0.93 -2.00 4.40  O20 1.356, H21 0.975, H22 1.056, H23 1.058
20 O -1.19 -0.81 3.81  C19 1.356, H24 0.930
21 H -0.92 -2.76 3.78  C19 0.975
22 H -1.66 -2.25 5.12  C19 1.056
23 H 0.06 -1.90 4.76  C19 1.058
24 H -1.16 -1.12 2.93  O20 0.930
25 C 2.42 0.90 -3.37  O26 1.373, H27 1.097, H28 1.071, H29 1.142
26 O 2.16 1.89 -4.28  C25 1.373, H30 1.038
27 H 1.94 0.00 -3.76  C25 1.097
28 H 2.22 1.21 -2.36  C25 1.071
29 H 3.54 0.67 -3.26  C25 1.142
30 H 2.41 2.82 -3.89  O26 1.038
31 C -3.49 2.92 -3.49  C32 1.629, H35 1.077, H36 1.041, H37 1.105
32 C -2.15 2.07 -3.83  C31 1.629, C33 1.561, O34 1.402, H38 1.044
33 C -1.63 1.47 -2.49  C32 1.561, H39 1.055, H40 1.051, H41 1.161
34 O -2.58 0.96 -4.58  C32 1.402, H42 0.939
35 H -3.51 3.81 -2.89  C31 1.077
36 H -4.16 2.26 -3.03  C31 1.041
37 H -3.96 3.39 -4.37  C31 1.105
38 H -1.42 2.61 -4.34  C32 1.044
39 H -2.12 0.85 -1.78  C33 1.055
40 H -1.25 2.35 -2.06  C33 1.051
41 H -0.74 0.77 -2.73  C33 1.161
42 H -2.54 1.09 -5.51  O34 0.939
43 C -1.87 2.91 1.85  C44 1.455, H47 1.074, H48 1.029, H49 1.014
44 C -2.27 3.06 3.24  C43 1.455, C45 1.634, O46 1.402, H50 0.943
45 C -0.97 2.98 4.21  C44 1.634, H51 1.048, H52 1.035, H53 1.011
46 O -2.94 4.28 3.43  C44 1.402, H54 0.971
47 H -1.40 3.79 1.46  C43 1.074
48 H -2.72 2.88 1.27  C43 1.029
49 H -1.15 2.27 1.54  C43 1.014
50 H -2.63 2.21 3.45  C44 0.943
51 H -1.18 3.26 5.20  C45 1.048
52 H -0.29 3.67 3.83  C45 1.035
53 H -0.50 2.12 3.93  C45 1.011
54 H -3.54 3.99 4.14  O46 0.971
55 C 0.87 1.02 0.28  C56 1.497, H59 1.027, H60 1.195, H61 1.171
56 C 0.55 -0.44 0.28  C55 1.497, C57 1.627, O58 1.416, H62 1.150
57 C 1.76 -1.31 0.92  C56 1.627, H63 0.959, H64 1.165, H65 1.084
58 O -0.64 -0.69 1.01  C56 1.416, H66 0.947
59 H 1.16 1.33 1.21  C55 1.027
60 H -0.14 1.58 -0.06  C55 1.195
61 H 1.84 1.25 -0.34  C55 1.171
62 H 0.16 -1.00 -0.64  C56 1.150
63 H 1.30 -2.13 1.11  C57 0.959
64 H 2.31 -0.66 1.71  C57 1.165
65 H 2.44 -1.48 0.09  C57 1.084
66 H -1.11 -1.48 0.77  O58 0.947

4.
# C14H46N14O8

A 8-piece molecular cluster, C14H46N14O8 overall in a non-equilibrium geometry (ωB97M-V/def2-TZVPD, the Open Molecules 2025 dataset).

Calculated values
2S+1   2
HOMO (alpha / beta)   -0.0755 / -7.0553 eV
Energy relative to the best compared isomer or geometry (same formula, charge and spin)   0.840 eV
Energy   -1929.5768 Ha
Expectation value of S²   0.7504
HOMO-LUMO gap (alpha / beta)   2.09 / 9.06 eV
Net charge   -1

Bonds (Å) are listed after each position.
Geometry (Å):
1 C 1.90 3.09 -1.50  O2 1.190, N3 1.317, N4 1.285
2 O 1.00 2.47 -1.01  C1 1.190
3 N 1.87 4.39 -1.70  C1 1.317, H5 1.010, H6 1.010
4 N 2.94 2.58 -2.04  C1 1.285, H7 1.010, H8 1.010
5 H 2.71 4.79 -2.10  N3 1.010
6 H 1.22 4.90 -1.13  N3 1.010
7 H 3.15 1.61 -1.85  N4 1.010
8 H 3.55 3.22 -2.53  N4 1.010
9 C -1.91 3.49 -4.35  O10 1.217, N11 1.280, N12 1.259
10 O -2.48 2.49 -4.72  C9 1.217
11 N -2.15 4.20 -3.31  C9 1.280, H13 1.010, H14 1.010
12 N -1.05 4.09 -5.06  C9 1.259, H15 1.010, H16 1.010
13 H -2.75 3.74 -2.65  N11 1.010
14 H -1.60 5.02 -3.10  N11 1.010
15 H -0.62 4.94 -4.72  N12 1.010
16 H -0.90 3.75 -6.00  N12 1.010
17 C -3.09 -1.15 4.34  O18 1.195, N19 1.270, N20 1.293
18 O -3.34 -1.74 5.35  C17 1.195
19 N -2.46 -0.04 4.36  C17 1.270, H21 1.010, H22 1.010
20 N -3.57 -1.38 3.16  C17 1.293, H23 1.010, H24 1.010
21 H -2.12 0.20 5.28  N19 1.010
22 H -2.21 0.50 3.55  N19 1.010
23 H -3.95 -2.32 3.10  N20 1.010
24 H -3.33 -0.75 2.41  N20 1.010
25 C -4.64 1.23 -2.30  O26 1.263, N27 1.328, N28 1.297
26 O -4.21 2.38 -2.02  C25 1.263
27 N -4.32 0.61 -3.43  C25 1.328, H29 1.010, H30 1.010
28 N -5.56 0.58 -1.66  C25 1.297, H31 1.010, H32 1.010
29 H -3.65 1.13 -3.98  N27 1.010
30 H -4.58 -0.35 -3.64  N27 1.010
31 H -5.96 0.96 -0.82  N28 1.010
32 H -5.72 -0.33 -2.07  N28 1.010
33 C -1.34 0.64 0.66  O34 1.219, N35 1.314, N36 1.313
34 O -2.26 0.06 1.23  C33 1.219
35 N -1.53 1.49 -0.31  C33 1.314, H37 1.010, H38 1.010
36 N -0.06 0.57 0.93  C33 1.313, H39 1.010, H40 1.010
37 H -2.48 1.76 -0.50  N35 1.010
38 H -0.78 2.05 -0.70  N35 1.010
39 H 0.41 1.30 0.40  N36 1.010
40 H 0.39 0.05 1.67  N36 1.010
41 C -4.96 -2.60 -0.15  O42 1.296, N43 1.248, N44 1.304
42 O -5.60 -2.52 0.97  C41 1.296
43 N -4.04 -1.78 -0.38  C41 1.248, H45 1.010, H46 1.010
44 N -5.20 -3.47 -1.09  C41 1.304, H47 1.010, H48 1.010
45 H -3.67 -1.77 -1.32  N43 1.010
46 H -3.73 -1.02 0.20  N43 1.010
47 H -5.90 -4.16 -0.91  N44 1.010
48 H -4.98 -3.19 -2.04  N44 1.010
49 C 1.06 -3.87 2.08  C50 1.563, H55 1.090, H56 1.090, H57 1.090
50 C -0.07 -3.36 3.03  C49 1.563, C51 1.580, N54 1.440, H58 1.090
51 C 0.42 -2.23 4.01  C50 1.580, O52 1.461, H59 1.090, H60 1.090
52 O 0.88 -1.05 3.27  C51 1.461, C53 1.454
53 C 1.54 -0.10 4.14  O52 1.454, H61 1.090, H62 1.090, H63 1.090
54 N -1.22 -2.99 2.24  C50 1.440, H64 1.010, H65 1.010
55 H 0.84 -4.83 1.62  C49 1.090
56 H 1.89 -4.07 2.76  C49 1.090
57 H 1.32 -3.07 1.38  C49 1.090
58 H -0.44 -4.15 3.68  C50 1.090
59 H 1.34 -2.67 4.39  C51 1.090
60 H -0.34 -2.02 4.76  C51 1.090
61 H 0.82 0.51 4.69  C53 1.090
62 H 2.16 0.56 3.54  C53 1.090
63 H 2.17 -0.57 4.90  C53 1.090
64 H -0.75 -2.47 1.50  N54 1.010
65 H -1.69 -2.26 2.75  N54 1.010
66 C 7.33 -1.30 -2.25  C67 1.501, H72 1.090, H73 1.090, H74 1.090
67 C 5.91 -1.06 -1.80  C66 1.501, C68 1.505, N71 1.412, H75 1.090
68 C 5.61 -0.47 -0.45  C67 1.505, O69 1.426, H76 1.090, H77 1.090
69 O 4.21 -0.32 -0.20  C68 1.426, C70 1.459
70 C 3.65 0.48 0.89  O69 1.459, H78 1.090, H79 1.090, H80 1.090
71 N 5.47 -0.27 -2.88  C67 1.412, H81 1.010, H82 1.010
72 H 7.72 -2.19 -1.75  C66 1.090
73 H 7.98 -0.47 -1.99  C66 1.090
74 H 7.57 -1.51 -3.29  C66 1.090
75 H 5.50 -2.07 -1.82  C67 1.090
76 H 6.07 0.50 -0.24  C68 1.090
77 H 6.05 -1.11 0.31  C68 1.090
78 H 3.39 1.50 0.60  C70 1.090
79 H 4.20 0.43 1.83  C70 1.090
80 H 2.62 0.16 1.03  C70 1.090
81 H 4.55 -0.04 -2.53  N71 1.010
82 H 5.82 0.67 -2.75  N71 1.010

Which of these has the highest energy? C14H44O8

Look up the energy of the first one. -1688.2127 Ha